(1)
ORCA calculation (ωB97M-V/def2-TZVPD) on the molecule C24H29N7O2S at a distorted geometry.

Calculated values
SMILES ... C=CCn1c(SCc2nc3c(c(=O)[nH]c(=O)n3CCCC)n2CCC)nnc1-c1ccccc1
Kohn-Sham gap ... 8.629 eV
Lowest unoccupied orbital energy ... 0.017 Ha
ΔE to the lowest compared entry with this formula, charge and spin ... 0.000 eV

```
63
Properties=species:S:1:pos:R:3:forces:R:3:nbo_charge:R:1
C -0.3016 -4.0069 3.7871 0.01 -0.11 0.06 -0.377
C -0.0382 -3.6829 2.5360 0.02 0.20 -0.09 -0.189
C 0.3445 -2.3013 2.0888 0.33 -0.14 0.47 -0.270
N -0.3827 -1.8978 0.9133 -0.28 0.26 -0.67 -0.358
C -0.0362 -2.2014 -0.3697 0.01 -0.16 0.01 0.167
S 1.3893 -3.1025 -0.7858 0.21 -0.22 -0.17 0.274
C 1.7691 -2.2168 -2.3476 -0.28 -0.29 0.28 -0.548
C 1.5607 -0.7645 -2.1594 -0.03 0.59 -0.26 0.401
N 2.0887 -0.0893 -1.1472 0.29 0.11 0.31 -0.516
C 1.6202 1.1677 -1.2782 -0.68 -0.49 -1.18 0.359
C 0.7998 1.2621 -2.3950 0.36 0.08 0.70 -0.093
C 0.1745 2.4929 -2.7750 0.15 -0.19 0.11 0.660
O -0.5508 2.7206 -3.7202 -0.17 0.07 -0.23 -0.611
N 0.5235 3.4974 -1.8716 -0.25 0.36 -0.15 -0.637
C 1.3275 3.4500 -0.7459 0.11 -0.09 -0.02 0.797
O 1.5231 4.4367 -0.0730 -0.01 0.35 0.21 -0.634
N 1.8884 2.2258 -0.4631 0.04 0.20 0.04 -0.427
C 2.7055 2.0508 0.7220 0.18 -0.17 0.40 -0.216
C 1.9278 1.3794 1.8542 -0.08 0.35 -0.17 -0.393
C 0.7247 2.2060 2.3072 0.15 -0.18 0.19 -0.408
C 0.1438 1.6946 3.6192 0.00 0.12 -0.23 -0.598
N 0.7686 0.0007 -2.9390 0.51 0.07 0.36 -0.283
C -0.0158 -0.3798 -4.0857 -0.10 -0.26 -0.63 -0.231
C 0.8468 -0.5496 -5.3380 -0.26 0.04 0.04 -0.397
C -0.0121 -0.9465 -6.5309 0.19 0.04 0.15 -0.605
N -0.8540 -1.6419 -1.2209 0.59 -0.72 -0.33 -0.329
N -1.7457 -0.9426 -0.5128 -0.85 0.65 0.52 -0.271
C -1.4867 -1.0941 0.7618 0.19 -0.19 -0.28 0.286
C -2.2487 -0.4607 1.8226 -0.22 0.17 0.37 -0.023
C -2.5020 -1.0939 3.0369 0.02 0.04 -0.13 -0.223
C -3.2275 -0.4402 4.0168 -0.01 0.00 0.12 -0.214
C -3.7088 0.8389 3.7951 -0.03 0.00 0.05 -0.193
C -3.4819 1.4614 2.5776 -0.05 0.04 0.01 -0.212
C -2.7593 0.8166 1.5935 0.09 -0.10 0.00 -0.186
H -0.5535 -5.0139 4.0704 -0.03 -0.22 0.01 0.209
H -0.2628 -3.2810 4.5836 -0.01 0.21 0.11 0.195
H -0.0719 -4.4198 1.7447 -0.04 -0.19 -0.05 0.207
H 0.1728 -1.5690 2.8816 0.09 -0.06 -0.10 0.232
H 1.4103 -2.3005 1.8220 -0.16 0.16 0.07 0.242
H 1.1254 -2.6175 -3.1273 0.12 0.06 -0.06 0.244
H 2.8137 -2.4520 -2.5514 -0.05 0.01 -0.07 0.256
H 0.1270 4.4118 -2.0593 0.09 -0.17 0.05 0.431
H 3.0377 3.0454 1.0265 0.02 -0.16 -0.07 0.237
H 3.5626 1.4337 0.4433 -0.01 0.12 0.01 0.217
H 2.6128 1.2414 2.6930 0.05 -0.06 0.05 0.204
H 1.6011 0.3937 1.5179 0.03 -0.13 0.05 0.201
H -0.0499 2.1796 1.5375 -0.02 0.09 -0.06 0.198
H 1.0313 3.2463 2.4289 -0.03 0.06 -0.08 0.212
H -0.7088 2.2988 3.9184 -0.11 0.00 0.10 0.215
H 0.8905 1.7352 4.4094 0.07 -0.01 0.13 0.199
H -0.1963 0.6662 3.5181 -0.07 -0.14 0.05 0.192
H -0.7427 0.4177 -4.2505 0.03 -0.14 0.06 0.251
H -0.5564 -1.2995 -3.8459 0.01 0.10 0.03 0.224
H 1.3517 0.3953 -5.5486 0.08 -0.01 0.06 0.209
H 1.6143 -1.3080 -5.1631 0.05 0.03 0.04 0.190
H -0.7613 -0.1835 -6.7248 -0.12 0.06 -0.08 0.212
H 0.6025 -1.0611 -7.4199 -0.02 -0.03 -0.12 0.214
H -0.5217 -1.8881 -6.3395 -0.09 -0.11 -0.04 0.203
H -2.1629 -2.1051 3.2050 0.04 -0.07 0.01 0.220
H -3.4216 -0.9360 4.9566 -0.03 -0.04 0.07 0.215
H -4.2698 1.3456 4.5662 -0.05 0.04 0.06 0.215
H -3.8692 2.4528 2.3967 -0.03 0.09 -0.02 0.219
H -2.5798 1.2824 0.6371 0.03 0.07 -0.09 0.234
```
Positions in Å, forces in eV/Å.

***

(2)
ORCA calculation (ωB97M-V/def2-TZVPD) on a structure of composition C24H29O2PPtS3SbSe3Te.

Calculated values
<S²> ... 6.021
Kohn-Sham gap (alpha / beta) ... 5.762 / 5.721 eV
Lowest unoccupied orbital energy (alpha / beta) ... -0.126 / -0.196 Ha
Charge ... +1
2S+1 ... 5

```
65
Properties=species:S:1:pos:R:3:forces:R:3:nbo_charge:R:1
Pt -0.5017 -0.0541 0.8267 0.24 -0.01 -0.21 0.580
Se -1.9841 1.4961 1.8797 -0.12 0.02 0.02 0.132
Se -1.1552 3.6073 2.0604 -0.07 -0.01 0.08 -0.063
Te 1.2918 3.4966 1.3501 0.12 0.06 -0.06 0.500
Se 1.4787 1.5030 0.0427 -0.07 -0.01 0.00 -0.197
S -1.6805 -0.0148 -1.3915 -0.03 0.09 -0.05 -0.675
Sb -0.2510 -1.2348 -2.7131 0.07 -0.14 -0.01 1.749
C 0.2322 -0.1991 -4.4614 -0.02 0.17 -0.03 -0.430
C 0.3447 1.1874 -4.4261 -0.04 0.02 0.11 -0.219
C 0.7271 1.8737 -5.5677 0.01 0.01 -0.03 -0.190
C 0.9896 1.1764 -6.7385 0.01 0.01 -0.02 -0.181
C 0.8672 -0.2048 -6.7750 0.01 0.01 -0.04 -0.218
C 0.4877 -0.8971 -5.6355 0.00 -0.14 0.02 -0.155
C -1.0560 -3.0712 -3.3062 -0.11 -0.05 0.02 -0.320
C -0.3021 -4.2348 -3.2176 0.16 0.01 0.02 -0.246
C -0.8520 -5.4423 -3.6238 0.00 -0.02 0.00 -0.203
C -2.1479 -5.4835 -4.1138 -0.02 -0.01 -0.01 -0.182
C -2.9015 -4.3207 -4.2015 0.01 -0.02 0.00 -0.187
C -2.3586 -3.1130 -3.7951 -0.06 0.10 0.01 -0.240
C 1.5828 -1.6320 -1.7821 0.05 0.00 0.04 -0.339
C 1.6336 -2.3917 -0.6165 -0.17 -0.13 0.01 -0.272
C 2.8464 -2.6001 0.0203 0.05 -0.01 0.00 -0.192
C 4.0075 -2.0587 -0.5120 0.02 -0.01 0.04 -0.173
C 3.9611 -1.3121 -1.6806 0.03 0.01 0.00 -0.207
C 2.7487 -1.0931 -2.3174 -0.01 0.10 -0.08 -0.244
H 0.1196 1.7320 -3.5152 0.00 -0.01 0.00 0.229
H 0.8148 2.9513 -5.5474 0.00 0.01 0.01 0.226
H 1.2854 1.7141 -7.6289 0.00 0.01 -0.02 0.228
H 1.0634 -0.7435 -7.6920 0.00 -0.01 -0.01 0.228
H 0.3875 -1.9760 -5.6701 0.00 -0.01 0.00 0.217
H 0.7134 -4.2077 -2.8383 -0.01 0.00 0.01 0.225
H -0.2675 -6.3496 -3.5582 0.02 -0.01 0.01 0.227
H -2.5752 -6.4258 -4.4283 -0.01 -0.02 -0.01 0.227
H -3.9124 -4.3565 -4.5832 -0.02 0.01 0.00 0.228
H -2.9570 -2.2108 -3.8553 0.01 0.00 0.01 0.227
H 0.7309 -2.8294 -0.2005 0.03 0.04 0.00 0.235
H 2.8732 -3.1700 0.9396 0.00 0.00 -0.01 0.235
H 4.9537 -2.2164 -0.0119 0.01 -0.01 0.00 0.226
H 4.8693 -0.8972 -2.0961 0.01 0.02 -0.01 0.228
H 2.7159 -0.5003 -3.2243 0.01 -0.01 -0.01 0.229
C -0.8568 -0.5464 5.5402 0.03 -0.05 0.03 -0.638
C -1.4789 -1.8798 5.1895 -0.05 -0.01 0.05 0.125
C -2.8916 -1.7548 4.6577 0.04 -0.03 -0.01 -0.637
O -0.6175 -2.6502 4.2878 0.05 -0.04 -0.08 -0.862
P -0.1150 -2.4004 2.8169 -0.14 0.27 -0.05 1.762
S 1.0811 -0.7957 2.5946 0.00 -0.08 0.19 -0.514
S -1.6040 -2.1915 1.4642 -0.09 -0.10 0.15 -0.545
O 0.7742 -3.6637 2.5401 0.08 -0.09 0.11 -0.861
C 0.5067 -5.0666 2.8915 -0.02 -0.06 -0.06 0.123
C -0.9397 -5.4422 2.6509 -0.02 -0.04 0.00 -0.652
C 0.9799 -5.3518 4.3001 0.03 0.02 -0.02 -0.635
H -1.4558 -0.0809 6.3228 -0.01 0.01 0.02 0.228
H -0.8350 0.1214 4.6801 -0.01 0.03 -0.05 0.212
H 0.1594 -0.6701 5.9114 0.02 0.00 -0.02 0.229
H -1.4828 -2.5204 6.0729 -0.01 0.04 -0.03 0.200
H -2.9479 -1.0550 3.8254 0.01 0.02 -0.03 0.213
H -3.5305 -1.3849 5.4597 0.00 0.00 0.02 0.229
H -3.2784 -2.7168 4.3249 0.00 -0.02 0.00 0.227
H 1.1466 -5.5959 2.1834 -0.05 0.01 0.01 0.197
H -1.6047 -4.9425 3.3570 0.02 0.01 0.00 0.218
H -1.0493 -6.5177 2.7935 0.00 0.00 0.00 0.233
H -1.2535 -5.1968 1.6378 0.00 -0.01 -0.03 0.229
H 0.3364 -4.8807 5.0399 -0.02 0.03 0.00 0.222
H 2.0010 -5.0010 4.4416 0.02 0.01 0.01 0.225
H 0.9636 -6.4295 4.4652 0.00 -0.01 0.00 0.225
```
Positions in Å, forces in eV/Å.

***

(3)
ORCA calculation (ωB97M-V/def2-TZVPD) on a cluster of 2 separate species, C24H29OSi in total at a distorted geometry.

Calculated values
Kohn-Sham gap ... 4.467 eV
Lowest unoccupied orbital energy ... -0.208 Ha
ΔE to the lowest compared entry with this formula, charge and spin ... 0.000 eV
Charge ... +1

```
55
Properties=species:S:1:pos:R:3:forces:R:3:nbo_charge:R:1
C -0.2062 0.2216 -3.1231 -0.85 0.06 0.20 -0.504
C -1.6785 0.7789 -3.1817 0.98 -0.21 0.22 -0.481
C -1.5014 2.2395 -2.8974 1.30 -0.46 0.01 0.095
C -0.1642 2.5640 -2.7157 -1.08 0.16 0.11 -0.319
C 0.6575 1.4163 -2.8346 0.05 -0.11 -1.37 0.307
C 2.0909 1.4263 -2.9728 0.58 0.07 0.15 -0.105
C 2.8076 2.6541 -3.0891 -0.08 -0.28 -0.05 -0.113
C 4.1720 2.6568 -3.3688 -0.11 0.11 0.10 -0.222
C 4.8787 1.4526 -3.5062 -0.57 0.08 0.17 -0.098
C 4.1951 0.2364 -3.3711 -0.07 -0.07 0.11 -0.217
C 2.8312 0.2177 -3.1080 -0.28 0.19 -0.09 -0.129
H -0.1178 -0.5338 -2.3260 0.08 0.17 -0.13 0.280
H 0.0632 -0.2773 -4.0675 0.12 0.25 0.34 0.272
H -2.1388 0.5910 -4.1625 0.08 0.19 0.19 0.269
H -2.3122 0.2772 -2.4364 -0.02 0.29 -0.21 0.268
H -2.3382 2.9345 -2.8678 0.25 -0.03 0.04 0.245
H 0.2273 3.5580 -2.5008 -0.32 -0.29 -0.07 0.253
H 2.2622 3.5972 -3.0030 0.35 -0.29 -0.03 0.222
H 4.6983 3.6083 -3.4763 -0.21 -0.33 0.04 0.243
H 5.9524 1.4643 -3.7066 -0.39 -0.01 0.03 0.243
H 4.7393 -0.7033 -3.4663 -0.18 0.26 0.01 0.243
H 2.2981 -0.7314 -3.0215 0.28 0.23 0.00 0.228
C 1.1606 -3.5878 3.9763 0.05 -0.10 -0.07 -1.140
Si 0.2382 -2.8855 2.5232 -0.16 0.44 0.30 1.897
C 1.0976 -3.1850 0.9000 0.16 -0.13 -0.20 -1.154
C -1.5195 -3.5060 2.4463 -0.07 -0.10 -0.03 -1.154
O 0.2536 -1.2350 2.8545 -0.03 0.50 -0.07 -0.856
C -0.1960 -0.1458 2.1670 1.96 -0.02 -1.52 0.357
C 0.5325 0.4331 1.1499 -0.52 -1.46 2.08 -0.319
C 0.0260 1.6858 0.5767 -0.74 0.98 -0.14 -0.411
C -1.5016 1.6467 0.3818 0.42 0.14 -0.72 -0.404
C -2.2237 1.1066 1.5707 -0.13 -0.42 0.71 0.003
C -1.5129 0.3501 2.5297 -1.04 0.07 -0.09 -0.121
C -2.1615 -0.0981 3.6929 0.02 0.13 -0.38 -0.167
C -3.5383 0.0422 3.7986 -0.19 0.23 -0.15 -0.214
C -4.2734 0.6632 2.7719 0.26 -0.03 0.15 -0.192
C -3.6065 1.2401 1.6904 0.14 -0.13 0.30 -0.207
H 1.2386 -4.6781 3.8858 0.03 0.15 0.09 0.243
H 2.1735 -3.1715 4.0317 -0.16 -0.09 -0.02 0.248
H 0.6480 -3.3548 4.9174 0.06 -0.06 -0.18 0.250
H 0.9893 -4.2443 0.6266 0.07 0.22 -0.02 0.246
H 0.6715 -2.5764 0.0904 0.03 -0.13 0.18 0.231
H 2.1694 -2.9574 0.9718 -0.20 -0.05 -0.03 0.243
H -1.5109 -4.5557 2.1164 -0.09 0.22 0.07 0.244
H -2.0090 -3.4644 3.4288 0.11 0.02 -0.23 0.250
H -2.1307 -2.9313 1.7368 0.12 -0.11 0.13 0.242
H 1.5474 0.0975 0.9355 -0.31 -0.10 0.04 0.218
H 0.2176 2.5261 1.2652 0.23 -0.04 -0.23 0.216
H 0.5311 1.8953 -0.3713 -0.06 0.19 0.20 0.185
H -1.8787 2.6520 0.1349 0.08 -0.23 0.11 0.216
H -1.7334 1.0121 -0.4879 0.01 -0.04 0.12 0.179
H -1.5640 -0.5604 4.4816 -0.31 -0.05 -0.32 0.232
H -4.0439 -0.3489 4.6793 0.02 0.12 -0.21 0.225
H -5.3613 0.7052 2.8201 0.29 0.05 0.09 0.223
H -4.1459 1.7812 0.9104 0.01 -0.15 0.26 0.208
```
Positions in Å, forces in eV/Å.

***

(4)
ORCA calculation (ωB97M-V/def2-TZVPD) on a structure of composition C24H30AgN9OP.

Calculated values
Kohn-Sham gap ... 8.390 eV
Lowest unoccupied orbital energy ... -0.121 Ha
ΔE to the lowest compared entry with this formula, charge and spin ... 0.000 eV
Charge ... +1

```
66
Properties=species:S:1:pos:R:3:forces:R:3:nbo_charge:R:1
Ag 1.4510 -0.6223 -0.1507 0.24 0.44 -0.24 0.903
C 4.0000 2.4680 2.3466 -0.04 0.11 0.01 0.009
C 3.6178 1.3568 1.6097 0.04 -0.05 0.01 0.016
N 2.6204 1.4084 0.7388 0.02 -0.13 0.00 -0.432
C 1.9936 2.5749 0.5810 -0.07 0.00 -0.05 0.098
C 2.4058 3.6886 1.3055 0.05 0.04 0.09 0.034
N 3.3950 3.6383 2.1900 -0.03 -0.03 -0.04 -0.345
C 0.8752 2.6248 -0.4125 0.08 -0.04 0.03 0.273
C 0.2365 3.8024 -0.7739 -0.02 0.11 0.06 -0.252
C -0.7387 3.7872 -1.7666 -0.02 0.04 -0.01 0.123
C -1.0292 2.5592 -2.3572 -0.01 0.05 -0.13 -0.236
C -0.3822 1.4205 -1.9096 0.01 -0.09 0.02 0.174
N 0.5396 1.4638 -0.9569 0.01 -0.10 0.00 -0.499
C -0.6564 0.0665 -2.4765 0.07 0.12 0.03 0.135
C -1.8326 -0.2312 -3.1566 -0.07 -0.06 -0.09 0.016
N -2.0781 -1.4348 -3.6595 0.03 0.04 0.03 -0.344
C -1.1360 -2.3562 -3.4921 -0.08 0.06 -0.02 -0.003
C 0.0319 -2.0771 -2.7986 0.05 -0.01 -0.02 0.016
N 0.2699 -0.8747 -2.2877 -0.06 -0.17 0.07 -0.445
C -1.4336 5.0336 -2.1912 0.03 -0.06 0.02 -0.060
C -2.6524 4.9908 -2.8594 -0.08 -0.06 0.03 -0.241
C -3.2669 6.1756 -3.2331 0.03 0.08 0.02 0.050
N -2.7561 7.3790 -2.9879 0.05 -0.05 0.02 -0.384
C -1.5899 7.4205 -2.3485 -0.10 0.00 -0.05 0.050
C -0.8999 6.2916 -1.9353 0.11 0.04 -0.02 -0.240
H 4.8032 2.4156 3.0717 0.00 -0.01 -0.04 0.216
H 4.1329 0.4103 1.7202 -0.03 0.00 0.03 0.204
H 1.9325 4.6536 1.1803 -0.02 -0.01 0.03 0.202
H 0.4890 4.7286 -0.2818 -0.01 0.01 -0.03 0.225
H -1.7174 2.4969 -3.1867 -0.03 0.04 0.01 0.228
H -2.6101 0.5127 -3.2810 0.00 -0.02 0.00 0.209
H -1.3214 -3.3379 -3.9105 0.02 0.00 0.00 0.216
H 0.7944 -2.8333 -2.6579 -0.02 0.00 0.01 0.208
H -3.1532 4.0565 -3.0729 0.01 -0.01 0.01 0.215
H -4.2191 6.1540 -3.7510 0.01 0.00 0.01 0.205
H -1.1815 8.4063 -2.1580 0.00 -0.01 -0.01 0.205
H 0.0564 6.4206 -1.4470 0.00 -0.03 -0.01 0.216
C -0.9441 -2.5300 4.1024 0.03 -0.08 0.01 -0.410
N -0.0508 -3.1850 3.1437 0.00 -0.10 0.00 -0.829
C 0.0957 -4.6190 3.3528 0.05 0.07 0.05 -0.405
P 0.2358 -2.4333 1.7062 -0.18 0.01 0.03 2.429
O 0.3895 -0.9675 1.9318 -0.08 -0.14 -0.03 -1.154
N 1.6378 -3.0661 1.0344 0.07 -0.12 0.39 -0.826
C 2.8002 -3.0040 1.9415 -0.03 -0.05 -0.11 -0.422
C 1.6785 -4.2280 0.1477 0.03 0.16 -0.13 -0.411
N -0.9374 -2.7450 0.5574 -0.17 0.07 0.19 -0.827
C -1.9276 -1.6829 0.3253 0.05 -0.12 -0.12 -0.410
C -1.5624 -4.0695 0.5547 -0.03 0.08 -0.01 -0.416
H -0.5580 -2.6761 5.1126 0.00 -0.01 -0.01 0.207
H -1.9540 -2.9506 4.0578 0.01 0.00 -0.01 0.186
H -0.9887 -1.4632 3.9023 0.02 0.01 -0.02 0.237
H 0.4623 -4.7994 4.3647 0.02 0.00 0.01 0.213
H 0.8193 -5.0410 2.6582 -0.01 0.00 0.00 0.199
H -0.8517 -5.1537 3.2373 -0.01 0.00 0.00 0.192
H 2.7172 -2.1370 2.5940 -0.02 0.01 -0.02 0.230
H 3.7107 -2.9165 1.3481 0.00 0.00 -0.02 0.207
H 2.8803 -3.9022 2.5605 -0.01 0.00 0.00 0.195
H 0.8674 -4.1793 -0.5745 -0.02 0.00 0.03 0.217
H 1.6270 -5.1766 0.6893 0.00 -0.02 0.01 0.187
H 2.6235 -4.2112 -0.3965 0.01 0.00 -0.01 0.211
H -1.4527 -0.7056 0.3575 0.02 -0.01 0.01 0.227
H -2.7298 -1.7049 1.0711 0.02 0.00 0.00 0.192
H -2.3788 -1.8339 -0.6585 0.02 0.00 0.01 0.200
H -0.8588 -4.8472 0.8441 0.02 0.02 -0.04 0.207
H -1.9245 -4.2976 -0.4495 0.00 0.00 -0.01 0.210
H -2.4160 -4.1117 1.2400 0.01 0.00 0.02 0.195
```
Positions in Å, forces in eV/Å.